{
  "formula": "C4H6O2",
  "method": "ωB97M-V/def2-TZVPD",
  "total_charge": 0,
  "de_lowest_kcal_mol": 92.6,
  "homo_ev": -8.410,
  "multiplicity": 1,
  "lumo_energy_ev": 0.184,
  "elements": ["O", "C", "C", "C", "C", "O", "H", "H", "H", "H", "H", "H"],
  "xyz": [[2.2820, -0.3244, -0.0011], [1.0624, -0.5292, -0.4673], [-0.7172, -0.5965, 0.7954], [-1.1557, 0.3133, -0.3306], [0.2571, 0.6540, -0.7638], [0.7355, 1.7192, -1.1177], [2.4062, 0.6401, 0.1309], [0.2919, -1.2732, 0.1812], [-1.2939, -1.5069, 0.9736], [-0.4402, -0.0968, 1.7229], [-1.7012, 1.2064, -0.0191], [-1.7268, -0.2060, -1.1044]],
  "atomic_forces_ev_per_a": [[-0.02, 0.11, 0.05], [-0.08, 0.15, -0.02], [-0.13, 0.08, 0.17], [-0.02, 0.03, -0.04], [0.12, 0.17, -0.14], [-0.18, -0.31, 0.17], [0.02, -0.14, -0.01], [-0.05, -0.07, 0.01], [0.16, 0.09, -0.05], [0.03, -0.05, -0.18], [0.06, -0.14, -0.05], [0.10, 0.08, 0.09]]
}